(1)
{"formula": "C22H72O25", "method": "ωB97M-V/def2-TZVPD", "species": ["O", "H", "H", "O", "H", "H", "O", "H", "H", "C", "C", "O", "O", "H", "H", "H", "H", "H", "H", "C", "C", "O", "O", "H", "H", "H", "H", "H", "H", "C", "C", "O", "O", "H", "H", "H", "H", "H", "H", "C", "C", "O", "O", "H", "H", "H", "H", "H", "H", "C", "C", "O", "O", "H", "H", "H", "H", "H", "H", "C", "C", "O", "O", "H", "H", "H", "H", "H", "H", "C", "C", "O", "O", "H", "H", "H", "H", "H", "H", "C", "C", "O", "O", "H", "H", "H", "H", "H", "H", "C", "C", "O", "O", "H", "H", "H", "H", "H", "H", "C", "C", "O", "O", "H", "H", "H", "H", "H", "H", "C", "C", "O", "O", "H", "H", "H", "H", "H", "H"], "positions_angstrom": [[-0.322700, 3.305092, -1.274229], [-1.032391, 3.183619, -1.917734], [-0.344654, 2.587571, -0.677985], [2.248856, -2.182244, -4.706458], [2.328592, -1.450211, -4.116611], [1.431934, -1.915353, -5.127639], [-1.983188, -4.210001, 1.125433], [-2.806191, -4.731876, 0.925916], [-1.594660, -4.281750, 0.215112], [-1.929891, -4.220774, -2.360755], [-1.302549, -4.301534, -3.741140], [-1.950485, -3.360399, -4.544706], [-1.067690, -4.722159, -1.384420], [-2.813757, -4.838123, -2.155083], [-2.162339, -3.184640, -2.127140], [-1.406264, -5.357170, -4.064963], [-0.229969, -4.055027, -3.658589], [-1.311767, -2.842347, -5.039763], [-0.919902, -5.662091, -1.438028], [1.529736, 2.739888, 2.836065], [2.106398, 3.782830, 3.797670], [3.017639, 4.667674, 3.185899], [0.553992, 3.326116, 2.055446], [1.103916, 2.032310, 3.462292], [2.240776, 2.189020, 2.329872], [2.712288, 3.177814, 4.451855], [1.312415, 4.194642, 4.349115], [2.612753, 5.404515, 2.793565], [-0.023983, 2.623002, 1.830179], [-3.229163, -1.096253, 0.235174], [-2.774718, -1.215679, 1.727454], [-1.332970, -1.334218, 1.779460], [-4.630694, -0.742610, 0.037770], [-3.008803, -2.008162, -0.346810], [-2.588873, -0.381322, -0.300198], [-3.158337, -2.143837, 2.091793], [-3.123554, -0.378612, 2.294290], [-1.105737, -2.154207, 2.168762], [-4.780377, 0.071763, 0.503407], [2.806673, -3.514607, -0.084629], [4.251267, -3.620484, 0.370432], [4.931806, -2.438538, -0.110362], [2.103145, -4.741689, 0.401087], [2.859581, -3.373792, -1.182456], [2.427967, -2.589972, 0.212591], [4.763669, -4.442258, -0.201814], [4.437499, -3.770725, 1.404663], [4.944553, -2.471673, -1.069588], [1.796573, -4.628366, 1.336706], [-2.748851, 2.699132, 0.715865], [-4.099608, 2.961385, 1.360176], [-4.843812, 1.724634, 1.392948], [-1.971961, 3.811051, 0.965255], [-2.897687, 2.299107, -0.260965], [-2.366235, 1.852629, 1.282772], [-4.699491, 3.690549, 0.893651], [-3.961270, 3.321388, 2.385400], [-5.601713, 1.891365, 1.851020], [-2.447594, 4.605641, 0.630251], [-1.523748, 2.640416, 5.064815], [-1.970054, 1.398586, 4.295725], [-1.045482, 1.079210, 3.248014], [-2.250204, 2.727144, 6.296677], [-1.728603, 3.584916, 4.460058], [-0.440644, 2.607823, 5.294725], [-2.900171, 1.653321, 3.731142], [-2.304298, 0.522100, 4.920575], [-1.194573, 0.183573, 2.971862], [-1.960362, 2.039253, 6.879122], [1.688786, -1.472696, 3.215329], [2.082526, -2.922878, 3.519509], [1.125687, -3.783987, 2.982643], [2.677204, -0.499351, 3.453741], [0.848477, -1.109927, 3.814194], [1.443235, -1.441535, 2.180591], [2.148769, -3.207127, 4.546427], [3.051773, -3.175046, 3.092751], [0.341253, -3.683544, 3.500855], [3.320772, -0.508496, 2.721518], [-2.082860, 1.592783, -3.011604], [-2.577774, 0.896847, -4.303761], [-2.221115, -0.435397, -4.335429], [-2.436698, 2.912970, -2.977166], [-1.021008, 1.537129, -2.876665], [-2.386289, 1.012325, -2.141931], [-2.298548, 1.415032, -5.210451], [-3.688699, 0.833104, -4.230117], [-2.745829, -0.960546, -3.733215], [-3.396128, 2.998271, -3.234272], [2.733031, 2.376424, -0.463558], [3.790781, 3.330945, 0.204560], [3.106777, 4.504228, 0.457049], [3.369785, 1.188668, -0.889027], [2.271155, 2.995161, -1.241475], [2.004533, 2.213637, 0.307498], [4.694607, 3.339896, -0.421876], [4.251158, 2.987263, 1.224145], [2.532825, 4.356134, 1.154553], [3.582680, 0.611694, -0.112256], [-0.185568, -1.279009, -1.454633], [0.544730, -0.213228, -0.621886], [-0.433462, 0.702668, -0.030633], [0.809675, -2.075999, -2.039195], [-0.969882, -0.878653, -2.136714], [-0.671235, -1.904156, -0.754891], [1.086856, 0.339295, -1.434199], [1.197727, -0.609014, 0.122459], [-0.806429, 0.270250, 0.786717], [0.333781, -2.869326, -2.201517], [1.256644, 0.943387, -4.080170], [2.764615, 0.842561, -4.348775], [3.317206, 0.074841, -3.326911], [0.677323, 1.420841, -5.190217], [1.176902, 1.593735, -3.176660], [0.794053, 0.015764, -3.842449], [3.233718, 1.816904, -4.378968], [2.964959, 0.413048, -5.380639], [3.329098, 0.565077, -2.511448], [0.738357, 0.712659, -5.861822]], "forces_ev_per_angstrom": [[0.6, 1.5, -1.5], [0.1, 0.3, 0.5], [-0.2, -1.4, 1.1], [-0.5, -0.7, -1.0], [0.9, 0.7, 1.5], [-0.3, -0.4, -0.5], [-1.2, -0.9, -1.2], [0.9, 0.8, 0.9], [0.4, 0.2, 0.8], [-0.7, -0.9, 0.2], [0.1, -0.4, 0.6], [-0.5, 0.0, -0.6], [1.7, 0.8, 1.3], [-0.6, 0.5, -1.2], [0.1, 0.1, 0.1], [0.1, 0.5, -0.5], [-0.3, -0.3, 0.0], [0.0, 0.0, 0.0], [0.0, -0.4, -0.3], [-0.4, 2.3, 2.0], [1.4, -2.0, -1.6], [0.9, -1.0, 1.0], [0.4, 1.2, -0.6], [-1.1, -1.5, 1.4], [2.0, -0.7, -1.5], [0.3, 0.0, 0.7], [-1.0, 1.1, 0.6], [-1.1, 1.5, -0.7], [-1.3, -0.7, -0.7], [-0.2, 0.6, -0.6], [0.1, -1.1, -2.1], [-0.8, 2.0, -0.4], [1.6, -1.6, 0.0], [-0.5, -0.1, 0.7], [-0.1, 0.4, 0.4], [-0.6, -0.4, 0.5], [-0.2, 0.6, 0.4], [0.3, -1.5, 0.3], [-0.1, 1.0, 0.4], [1.0, -2.9, 0.5], [1.1, -0.2, -3.3], [0.0, 0.4, 1.0], [0.2, 1.7, -0.5], [-0.6, -1.0, 0.4], [-1.2, 1.4, 1.1], [-0.8, 0.1, 0.9], [0.0, 0.2, 1.0], [0.0, 0.0, -0.1], [0.3, 0.4, -1.1], [-1.7, -0.6, 2.0], [0.1, -1.4, 1.0], [3.2, -0.4, -1.8], [0.1, 1.3, -0.6], [0.3, 0.4, -1.4], [0.5, 0.1, 0.2], [-0.6, 1.1, -1.1], [0.3, -0.1, 0.0], [-3.3, 0.5, 1.9], [0.8, -0.8, 0.2], [0.2, 0.4, 0.2], [-1.6, 0.0, -1.5], [0.4, 0.6, 1.0], [-0.4, 0.9, -0.9], [0.2, -1.3, 0.9], [-0.4, -0.1, -0.4], [0.1, 0.1, 0.7], [1.0, 0.7, -0.2], [0.0, -0.9, -0.3], [0.3, -0.6, 0.4], [0.5, 0.2, 0.8], [0.4, 0.5, 0.1], [-0.2, -0.6, -1.3], [1.1, 0.1, -0.2], [-0.2, -0.5, -0.1], [-0.7, -0.1, -1.0], [0.3, 0.6, 1.1], [0.0, 0.1, -0.3], [-0.9, -0.3, 0.4], [-0.3, -0.1, 0.5], [0.3, -2.0, -1.0], [-1.8, 0.4, 1.8], [1.7, -1.4, -0.7], [-2.3, 1.7, -0.4], [0.8, 0.1, -0.6], [-0.9, -0.1, 0.3], [0.4, 0.0, -0.1], [0.2, 1.0, -0.3], [-0.2, -0.1, 0.1], [1.5, 0.0, 0.5], [2.0, 1.4, 1.6], [0.1, -2.0, 1.4], [2.1, 1.9, -2.9], [0.1, -1.0, 0.5], [0.2, -0.8, -0.3], [-0.8, -0.4, 0.1], [-0.5, 1.0, -0.3], [-1.0, -0.2, -1.5], [-1.7, -0.6, 2.0], [-0.3, 0.9, -1.1], [0.3, 0.5, 1.4], [-1.9, 1.6, -2.4], [0.5, -0.9, 0.8], [0.3, 1.0, -0.6], [0.9, 0.1, 0.1], [-1.1, -0.7, 0.9], [0.0, -0.1, 1.4], [0.5, -0.4, 0.4], [0.8, 0.4, -1.3], [0.1, -1.5, -0.4], [2.4, 0.3, 1.6], [-0.3, -0.5, -0.4], [0.8, -1.5, -0.9], [-2.1, 1.3, -2.9], [-0.5, 0.0, -0.8], [0.0, -1.3, 0.7], [-0.1, 0.6, 0.0], [-0.2, 0.0, 1.3], [0.1, 0.5, 1.0], [-0.1, 0.8, 0.4]], "relative_energy_ev": 4.219, "homo_lumo_gap_ev": 9.178, "e_lumo_ha": -0.0007}

***

(2)
{"formula": "C3H4FN3O", "method": "ωB97M-V/def2-TZVPD", "species": ["C", "C", "C", "N", "N", "N", "O", "F", "H", "H", "H", "H"], "positions_angstrom": [[-0.183261, 0.555173, -0.597664], [1.182231, 0.222214, -0.068558], [-2.459875, -0.178658, 0.032813], [1.924587, 1.240930, -0.137815], [-1.235214, 0.126422, -0.082675], [1.428442, -0.999866, 0.371047], [-3.105478, -1.100698, -0.296665], [-3.160845, 0.777592, 0.743365], [-0.199806, 1.074063, -1.527688], [2.774600, 1.035967, 0.342082], [0.721889, -1.684147, 0.498813], [2.312726, -1.068990, 0.722950]], "forces_ev_per_angstrom": [[4.2, 0.2, -1.0], [-2.9, 2.1, -1.7], [-2.9, 1.4, 1.7], [0.8, 0.4, 0.0], [-0.9, -1.0, 1.1], [-1.3, -0.4, -0.3], [-0.7, -2.5, -1.1], [0.2, 0.4, 0.0], [0.0, 0.7, -0.5], [1.3, 0.2, 0.3], [-0.2, -0.4, 0.1], [2.4, -1.1, 1.3]], "spin_multiplicity": 3, "relative_energy_ev": 0.000, "homo_lumo_gap_ev": [7.371, 5.932], "s_squared": 2.017, "e_lumo_ha": [0.0204, -0.1403]}

***

(3)
{"formula": "C2H14O5", "method": "ωB97M-V/def2-TZVPD", "species": ["C", "C", "O", "H", "H", "H", "H", "H", "H", "O", "H", "H", "O", "H", "H", "O", "H", "H", "O", "H", "H"], "positions_angstrom": [[-2.164458, 2.644614, 0.015393], [-1.088511, 1.814496, 0.602601], [-0.207364, 1.194447, -0.382461], [-3.122551, 2.136228, -0.210629], [-1.936436, 3.051342, -0.986577], [-2.357549, 3.534821, 0.611984], [-0.346972, 2.451908, 1.146881], [-1.361187, 1.103414, 1.376186], [-0.114635, 1.834571, -1.089026], [-1.006697, -1.593768, -0.768866], [-1.637600, -1.961668, -1.409042], [-0.949592, -0.653115, -1.003797], [0.407732, -2.777692, 1.838603], [0.695001, -2.475564, 0.985311], [-0.217554, -3.511050, 1.797218], [3.328734, -2.129159, -1.893454], [3.110136, -2.813751, -1.256156], [2.571844, -2.160894, -2.495950], [2.459245, 0.352736, 0.999503], [1.651157, 0.293909, 0.480050], [2.287252, -0.335822, 1.642225]], "forces_ev_per_angstrom": [[-1.6, 0.5, -1.3], [3.0, 0.8, 0.7], [-1.1, -0.8, 0.2], [0.4, 0.0, 0.6], [0.6, -0.1, 0.4], [-0.2, -0.2, 0.2], [-0.9, 0.0, -0.1], [-0.4, -0.5, -0.5], [0.2, 0.1, -0.2], [-0.4, 0.0, -0.6], [0.3, 0.1, 0.3], [0.2, 0.0, 0.3], [0.2, -0.1, 1.4], [-0.5, -0.2, -0.8], [0.3, 0.4, -0.6], [-0.4, -0.1, -0.3], [0.2, 0.0, 0.2], [0.3, 0.2, 0.1], [-0.3, -0.2, 0.0], [-0.1, 0.4, -0.4], [0.3, -0.2, 0.5]], "relative_energy_ev": 1.168, "homo_lumo_gap_ev": 11.141, "e_lumo_ha": 0.0130}

***

(4)
{"formula": "C43H37BrCrNP2Si", "method": "ωB97M-V/def2-TZVPD", "species": ["Cr", "C", "Si", "C", "C", "C", "C", "C", "C", "P", "C", "C", "C", "C", "C", "C", "C", "C", "C", "C", "C", "C", "C", "C", "C", "C", "C", "C", "P", "C", "C", "C", "C", "C", "C", "C", "C", "C", "C", "C", "C", "H", "H", "H", "H", "H", "H", "H", "H", "H", "H", "H", "H", "H", "H", "H", "H", "H", "H", "H", "H", "H", "H", "H", "H", "H", "H", "H", "H", "H", "H", "H", "C", "C", "C", "C", "C", "Br", "N", "C", "H", "H", "H", "H", "H", "H"], "positions_angstrom": [[-0.608321, -0.736596, -0.538955], [3.069285, -1.320815, -1.278040], [1.677792, -0.060618, -1.088208], [2.097744, 1.065373, 0.376899], [3.007940, 2.116011, 0.310308], [3.328357, 2.841630, 1.449233], [2.765493, 2.512739, 2.674854], [1.851678, 1.472349, 2.762367], [1.516728, 0.762864, 1.614197], [0.303599, -0.584917, 1.618558], [1.173082, -1.995133, 2.362792], [0.432878, -3.086237, 2.825181], [1.081646, -4.223895, 3.275940], [2.470377, -4.287283, 3.259545], [3.208875, -3.196762, 2.824446], [2.565436, -2.051890, 2.373002], [-1.043684, -0.241919, 2.777476], [-0.919301, -0.430822, 4.153336], [-2.023816, -0.254073, 4.971165], [-3.249477, 0.104037, 4.422533], [-3.378429, 0.305654, 3.056023], [-2.276650, 0.128722, 2.235719], [1.315324, 0.775205, -2.732106], [2.202385, 0.721712, -3.806058], [1.870473, 1.294027, -5.024239], [0.646301, 1.927093, -5.184155], [-0.256633, 1.979412, -4.131297], [0.069560, 1.403916, -2.907172], [-0.992676, 1.495459, -1.417114], [-2.681163, 1.831147, -2.009209], [-3.492919, 2.700574, -1.281388], [-4.799452, 2.926029, -1.687700], [-5.299065, 2.293649, -2.816395], [-4.500366, 1.413760, -3.534612], [-3.199322, 1.168248, -3.124478], [-0.496327, 3.093538, -0.676960], [-0.486835, 3.248704, 0.706567], [-0.078209, 4.445942, 1.272810], [0.314094, 5.498328, 0.460635], [0.271196, 5.362794, -0.920536], [-0.133410, 4.166749, -1.489753], [3.994771, -0.783430, -1.500813], [2.879980, -2.020767, -2.094140], [3.245393, -1.886967, -0.363315], [3.456822, 2.381009, -0.640690], [4.021710, 3.669370, 1.375005], [3.030082, 3.071921, 3.562769], [1.401420, 1.212638, 3.712918], [-0.649825, -3.039989, 2.855597], [0.505812, -5.058705, 3.654370], [2.972301, -5.183041, 3.600993], [4.290557, -3.228804, 2.839717], [3.144067, -1.194570, 2.051730], [0.031597, -0.728844, 4.576872], [-1.931405, -0.401546, 6.038647], [-4.112814, 0.219412, 5.064043], [-4.331778, 0.595514, 2.635028], [-2.370540, 0.281003, 1.158900], [3.160756, 0.228739, -3.692975], [2.563370, 1.243971, -5.853785], [0.391893, 2.383552, -6.131441], [-1.209872, 2.472479, -4.268735], [-3.094458, 3.214179, -0.415087], [-5.430674, 3.599700, -1.123649], [-6.310070, 2.493738, -3.145022], [-4.891214, 0.923418, -4.416443], [-2.578998, 0.481082, -3.688097], [-0.804435, 2.432893, 1.344994], [-0.054787, 4.555783, 2.348919], [0.646158, 6.430087, 0.899259], [0.552521, 6.189950, -1.558539], [-0.163129, 4.076963, -2.565851], [1.667619, -5.883158, -0.286447], [0.550130, -4.963640, -0.670378], [-0.593259, -5.434906, -1.316495], [-1.610812, -4.556669, -1.667115], [-1.426528, -3.238192, -1.342848], [-2.644291, -1.832678, -1.836312], [-0.368274, -2.743329, -0.697681], [0.612667, -3.608912, -0.384247], [1.328611, -6.566809, 0.494090], [2.528641, -5.333687, 0.087958], [1.975840, -6.491209, -1.136942], [-0.677904, -6.485956, -1.563058], [-2.503445, -4.882592, -2.181372], [1.481648, -3.193748, 0.104434]], "forces_ev_per_angstrom": [[-0.8, -0.2, 0.0], [-0.4, 0.0, -0.1], [0.4, 0.5, 0.3], [-0.1, -0.2, -0.2], [0.0, 0.0, -0.1], [0.0, 0.0, -0.1], [-0.1, 0.0, 0.1], [0.1, 0.0, -0.1], [-0.1, 0.0, 0.1], [0.7, 0.4, 0.2], [-0.1, -0.1, -0.1], [0.0, 0.0, 0.0], [0.0, 0.0, 0.0], [0.0, 0.0, 0.0], [0.1, 0.0, 0.0], [-0.1, 0.1, 0.0], [-0.1, 0.0, -0.3], [0.0, 0.0, -0.1], [0.0, 0.0, 0.0], [0.0, 0.0, 0.0], [-0.1, 0.0, -0.1], [0.2, -0.1, 0.0], [-0.1, -0.3, 0.3], [0.0, 0.0, 0.0], [0.0, 0.0, -0.1], [0.0, 0.0, 0.0], [0.0, 0.0, 0.0], [-0.1, -0.1, 0.0], [0.5, 0.9, -0.4], [0.0, -0.3, 0.2], [0.1, 0.0, -0.1], [-0.1, 0.0, 0.0], [0.0, 0.0, 0.0], [0.0, 0.0, 0.0], [0.0, 0.0, 0.1], [0.0, -0.2, 0.2], [0.0, -0.1, -0.1], [0.0, 0.0, 0.1], [0.0, 0.0, 0.0], [0.0, 0.0, 0.0], [0.0, -0.1, 0.0], [0.0, 0.1, 0.0], [0.0, 0.0, 0.0], [0.0, 0.0, 0.0], [0.0, 0.0, 0.0], [0.0, 0.0, 0.0], [0.0, 0.0, 0.0], [0.0, 0.1, 0.0], [0.0, 0.0, 0.0], [0.0, 0.0, 0.0], [0.0, 0.0, 0.0], [0.0, 0.0, 0.0], [0.0, 0.0, 0.0], [0.0, 0.0, 0.0], [0.0, 0.0, 0.0], [0.0, 0.0, 0.0], [0.0, 0.0, 0.0], [-0.1, 0.1, 0.0], [0.0, 0.0, 0.0], [0.0, 0.0, 0.0], [0.0, 0.0, 0.0], [0.0, 0.0, 0.0], [0.0, 0.0, 0.0], [0.0, 0.0, 0.0], [0.0, 0.0, 0.0], [0.0, 0.0, 0.0], [0.0, 0.1, -0.1], [0.1, 0.0, 0.0], [0.0, 0.0, 0.0], [0.0, 0.0, 0.0], [0.0, 0.0, 0.0], [0.0, 0.0, -0.1], [-0.1, -0.1, 0.0], [-0.1, 0.0, -0.1], [0.1, 0.2, 0.1], [-0.2, -0.1, 0.0], [0.0, 0.3, 0.0], [0.2, -0.2, 0.1], [0.1, -0.8, -0.3], [0.0, 0.0, 0.0], [0.1, 0.0, 0.0], [0.0, 0.0, 0.0], [0.0, 0.0, 0.0], [0.0, 0.0, 0.0], [0.0, 0.0, 0.0], [0.0, 0.0, 0.1]], "spin_multiplicity": 2, "relative_energy_ev": 0.266, "homo_lumo_gap_ev": [7.294, 7.527], "s_squared": 0.794, "e_lumo_ha": [-0.2402, -0.2278], "charge": 2}